Molecular formula: C2H4Cl2
Method: DFT, ωB97M-V with the def2-TZVPD basis set

Bonds (Å) are listed after each position.
Positions of all 8 atoms, in Å:
1 Cl 20.447 3.706 -5.230  C2 1.798
2 C 19.941 3.582 -6.951  Cl1 1.798, C3 1.482, H5 1.090, H6 1.090
3 C 18.638 2.885 -7.070  C2 1.482, Cl4 1.749, H7 1.090, H8 1.090
4 Cl 18.893 1.155 -7.072  C3 1.749
5 H 20.780 3.111 -7.463  C2 1.090
6 H 19.765 4.580 -7.352  C2 1.090
7 H 18.077 2.892 -8.004  C3 1.090
8 H 18.001 3.034 -6.198  C3 1.090

The calculation puts the gap between HOMO and LUMO at 0.427 Ha. As for the energy above the lowest of the compared OMol25 structures with the same formula, charge and spin: 9.26 kcal/mol. The calculation puts the total energy at -998.977326 Ha. The SMILES is ClCCCl. For the largest force on an atom, the calculation gives 2.131 eV/A. The value obtained for the LUMO energy is 0.0351 Eh. The calculation puts the HOMO energy at -10.68 eV. Its spin multiplicity is 1.

Taken from the Mulliken analysis, the atomic charges in e are: number 1, Cl, carries -0.182; number 2, C, carries -0.307; number 3, C, carries -0.456; number 4, Cl, carries -0.192; number 5, H, carries 0.308; number 6, H, carries 0.262; number 7, H, carries 0.266; number 8, H, carries 0.300